Model P:
20
Properties=species:S:1:pos:R:3 method="wB97M-V/def2-TZVPD" smiles="C=CCC[C@H](C)N" e_homo_ha=-0.342 gap_ev=10.42 mol_weight_g_mol=99.18
C 0.68914 -2.31624 -2.25435
C 0.50792 -1.27530 -1.45145
C -0.72840 -0.96527 -0.67511
C -0.47007 -0.35056 0.69773
C 0.11433 1.05574 0.68129
C 0.64073 1.53943 2.02669
N -0.77829 2.09334 0.12362
H 1.56637 -2.40425 -2.87297
H -0.08929 -3.06818 -2.36198
H 1.35248 -0.59836 -1.39091
H -1.41344 -0.38055 -1.29020
H -1.25589 -1.92039 -0.54997
H 0.33986 -0.96738 1.11181
H -1.26409 -0.49933 1.43014
H 0.97043 1.07330 0.00688
H -0.15083 2.01223 2.59746
H 1.09628 0.74134 2.62564
H 1.46505 2.23611 1.86294
H -0.89974 1.97514 -0.87444
H -1.69254 2.01919 0.55719

---

Model Q:
20
Properties=species:S:1:pos:R:3 method="wB97M-V/def2-TZVPD" e_homo_ha=-0.249 gap_ev=4.21 mol_weight_g_mol=99.18
C 2.30584 0.51384 -0.44763
C 0.94497 -0.12617 -0.61211
C 0.40068 -0.89978 0.66837
C -0.32358 0.27244 -0.02404
C -0.36085 1.48865 0.75314
C -2.60341 -0.61113 0.06515
N -1.56484 -0.03499 -0.77864
H 2.42905 1.44240 -1.00966
H 2.40076 0.84664 0.60012
H 3.02436 -0.28808 -0.60127
H 0.77753 -0.50425 -1.62214
H 2.36929 -1.90596 -0.94447
H 0.76105 -0.59729 1.63764
H 0.26199 -1.95117 0.46870
H -0.16599 1.48296 1.81671
H -0.18861 2.38760 0.15971
H -2.73726 -0.13420 1.04679
H -2.32339 -1.63761 0.30576
H -3.54548 -0.65749 -0.47608
H -1.86210 0.91359 -1.00603

---

Model R:
20
Properties=species:S:1:pos:R:3 method="wB97M-V/def2-TZVPD" smiles="CC/C(C)=C(/C)N" e_homo_ha=-0.273 gap_ev=8.45 mol_weight_g_mol=99.18
C 0.82860 -2.19018 -0.38778
C -0.11113 -1.41832 0.58337
C 0.16020 0.09771 0.43125
C 1.55090 0.52792 0.92422
C -0.70197 0.85824 -0.33433
C -1.19276 2.32451 0.06089
N -1.59144 0.04485 -1.25266
H 1.83915 -1.65721 -0.06947
H 0.54463 -1.79249 -1.38998
H 0.85872 -3.27753 -0.44136
H -1.15228 -1.61694 0.42617
H 0.14540 -1.76629 1.65838
H 1.65692 1.47704 1.34579
H 1.73541 -0.30718 1.48123
H 2.24761 0.51837 0.08193
H -0.72315 2.69988 1.01658
H -0.67071 3.07029 -0.59969
H -2.30752 2.38522 -0.03007
H -2.12722 0.70528 -1.89486
H -0.98936 -0.68317 -1.60963

---

Model S:
20
Properties=species:S:1:pos:R:3 method="wB97M-V/def2-TZVPD" e_homo_ha=-0.244 gap_ev=6.59 mol_weight_g_mol=99.18
C 2.55628 -0.68788 0.26774
C 1.27412 -0.73158 0.73894
C 0.01984 0.09679 -0.38023
C -2.13931 -0.93249 -0.72422
C -1.28279 -0.00763 0.06319
C -1.87565 1.21973 0.68621
N 3.22722 0.52248 -0.09280
H 2.90069 -1.48728 -0.38735
H -2.27396 -0.60711 -1.75378
H 0.88845 -1.72753 0.90306
H 1.09581 -0.13966 1.63794
H 0.31730 -0.35034 -1.32157
H 0.50195 1.07420 -0.46115
H -3.16759 -1.06722 -0.38265
H -1.71756 -1.92540 -0.88197
H -1.93601 2.02085 -0.06375
H -1.29405 1.60577 1.51686
H -2.88795 1.08816 1.05185
H 2.82013 0.78599 -0.99227
H 2.97306 1.25015 0.57594

---

The energy of each structure relative to the most stable one, in kcal/mol, is as follows: model P 0.0; model Q 181.2; model R 40.2; model S 77.7.

---

Model P:
20
Properties=species:S:1:pos:R:3 method="wB97M-V/def2-TZVPD" charge=-1 e_homo_ha=-0.104 gap_ev=6.52 mol_weight_g_mol=118.16
C -1.57070 -1.69634 0.22942
O -2.83172 -1.52085 0.65040
C -0.74010 -0.35935 0.22303
C 0.49418 -0.41617 -0.64676
C 1.79349 -0.39401 0.10639
C 2.98446 -0.12985 -0.41123
N -1.64254 0.73732 -0.12309
H -1.44616 -2.02758 -0.83202
H -1.01345 -2.38880 0.91441
H -0.45622 -0.17311 1.26969
H 0.42290 -1.22868 -1.37920
H 0.48103 0.46288 -1.29639
H 1.73557 -0.52903 1.18451
H 3.17438 -0.00493 -1.46815
H 3.86667 -0.10160 0.22261
H -2.20747 0.45331 -0.92025
H -2.35653 0.66298 0.59617
H -0.25366 3.37095 -0.03228
H -0.36719 2.17608 0.83696
O -0.06692 3.10678 0.87579

---

Model Q:
20
Properties=species:S:1:pos:R:3 method="wB97M-V/def2-TZVPD" charge=-1 e_homo_ha=-0.115 gap_ev=7.11 mol_weight_g_mol=118.16
C -0.02980 -1.68113 1.02056
N -0.22294 -0.47020 1.79931
C -0.04098 0.39815 0.79138
C -1.20207 1.03971 0.06937
O -0.93676 1.42653 -1.28226
C 1.35030 0.79519 0.35121
O 1.44985 1.22254 -0.97751
C -0.52954 -2.07688 -0.43503
H 1.00180 -2.10741 1.03205
H -0.58409 -2.46290 1.54115
H 0.66038 -0.65727 -3.86601
H 0.75206 -0.58221 -3.13187
H -1.51228 1.93284 0.64287
H -2.05489 0.35704 0.02150
H 0.18504 1.25020 -1.34901
H 1.94852 -0.12923 0.42959
H 1.77979 1.46606 1.10542
H -1.58248 -1.91054 -0.66947
H 0.13724 -1.79436 -1.25277
H -0.40136 -3.16256 -0.32904

---

Model R:
20
Properties=species:S:1:pos:R:3 method="wB97M-V/def2-TZVPD" charge=-1 e_homo_ha=-0.103 gap_ev=6.60 mol_weight_g_mol=118.16
C -0.27662 -0.10559 -0.98529
C -0.00728 1.17640 -0.13862
C 0.93484 0.92982 0.93239
C 2.22385 1.31813 0.96891
N -1.07530 -1.13606 -0.35075
C -2.52592 -0.61729 -0.08417
O -2.77179 0.63370 -0.43209
H 0.65680 -0.41252 -1.49054
H -0.79619 0.33641 -1.84400
H -1.12651 1.34396 0.18615
H 0.12430 1.99931 -0.83578
H 0.75875 0.13768 1.65532
H 2.76344 1.11019 1.88465
H 2.65896 1.98615 0.23461
H -1.14054 -1.91125 -1.00116
H -3.24225 -1.35644 -0.51668
H -2.55409 -0.76344 1.04571
H 1.96186 -1.56903 0.36959
H 3.19541 -0.72739 0.39550
O 2.91805 -1.64358 0.25473

---

The energy of each structure relative to the most stable one, in kcal/mol, is as follows: model P 0.0; model Q 75.5; model R 17.1.